Entry from the OMol25 dataset: 6 unconnected molecules or ions with the total composition C36H78F6NO2S (the ωB97M-V functional and the def2-TZVPD basis).

The geometry in XYZ format:
```
124
Properties=species:S:1:pos:R:3
S -1.770 -1.834 -1.480
F -1.788 -4.293 -1.959
F -3.732 -3.407 -3.680
F -2.079 -4.358 -4.683
F -2.293 -2.192 -4.705
F -0.300 -3.188 -3.128
F -0.116 1.458 -1.125
O -3.169 -1.667 -1.220
O -0.787 -2.107 -0.488
N -2.144 0.210 -3.355
C 0.605 -6.900 -3.367
C -3.267 4.742 4.327
C -1.255 -0.280 -2.229
C 7.827 3.503 1.258
C -9.228 0.157 -2.905
C -0.240 0.603 2.574
C -8.317 -0.386 -1.805
C -2.433 1.773 -1.629
C 8.134 2.007 1.305
C -2.260 1.720 -3.138
C 9.468 1.643 1.957
C -3.735 6.193 4.353
C -6.144 0.487 -2.867
C -4.243 3.819 1.525
C 7.727 4.151 2.635
C 2.177 -6.010 -1.560
C 3.312 -7.004 -1.809
C -5.684 -0.872 -3.389
C 2.105 -0.402 2.729
C 0.781 -6.533 -1.897
C 1.088 0.343 1.868
C -7.012 0.388 -1.614
C -2.340 4.420 3.156
C 3.101 1.730 3.778
C 4.370 1.732 2.932
C 2.520 0.335 4.005
C -1.353 0.829 -1.137
C -2.466 -3.324 -3.969
C -1.563 -3.230 -2.713
C 3.174 -8.330 -1.061
C 10.693 2.294 1.316
C -2.965 4.620 1.774
C 10.895 1.905 -0.145
C -9.692 1.590 -2.661
C 3.159 -8.175 0.456
C -4.033 2.313 1.623
H -4.136 4.077 4.313
H -3.407 1.387 -1.312
H -0.700 -0.332 2.901
H 7.466 5.207 2.551
H -10.101 -0.494 -2.981
H -5.022 4.122 2.227
H 1.274 -7.707 -3.666
H 11.801 2.358 -0.550
H -3.086 -0.181 -3.226
H 10.988 0.822 -0.250
H -5.036 -0.761 -4.267
H 10.060 2.230 -0.769
H 0.815 -6.042 -4.012
H -6.432 -0.091 -0.818
H 9.441 1.907 3.018
H -4.947 1.763 1.393
H -0.950 1.113 1.915
H -4.624 4.069 0.529
H -8.861 -0.377 -0.856
H 2.305 -7.587 0.796
H 3.318 2.175 4.752
H -5.139 -1.416 -2.616
H 8.668 4.091 3.184
H -3.255 1.995 0.921
H -1.448 5.049 3.225
H 4.067 -7.678 0.805
H 2.990 -0.616 2.125
H 0.544 -7.398 -1.273
H 2.351 2.378 3.313
H 0.054 -5.763 -1.634
H -1.301 2.159 -3.428
H 4.008 -8.975 -1.347
H 3.260 -0.277 4.529
H 10.624 3.382 1.398
H -4.359 6.387 5.225
H -0.113 1.238 3.452
H -10.371 1.921 -3.446
H -6.678 1.023 -3.655
H -3.175 5.680 1.614
H 6.880 3.644 0.729
H 5.144 1.112 3.390
H -1.789 -0.062 -4.271
H 8.104 1.609 0.287
H 3.102 -9.146 0.949
H 4.186 1.351 1.925
H 7.331 1.499 1.850
H -10.221 1.669 -1.709
H 4.769 2.742 2.832
H -3.711 2.010 2.620
H -3.093 2.093 -3.737
H -0.414 -7.233 -3.572
H -0.210 -0.310 -2.550
H 1.664 0.410 4.681
H -7.234 1.398 -1.259
H -8.725 0.096 -3.876
H 2.370 -5.108 -2.154
H 4.256 -6.531 -1.520
H 3.395 -7.206 -2.880
H 9.586 0.555 1.922
H -1.986 3.389 3.254
H -2.736 4.520 5.256
H -1.539 0.447 -0.128
H 6.957 3.663 3.238
H -2.252 2.788 -1.265
H 2.192 -5.690 -0.515
H -2.219 4.346 1.017
H -2.884 6.875 4.393
H 8.584 4.023 0.664
H -8.855 2.291 -2.637
H 1.510 1.293 1.527
H 11.578 2.005 1.888
H -8.095 -1.437 -2.010
H 2.268 -8.850 -1.384
H 1.689 -1.375 3.008
H -6.526 -1.489 -3.703
H -5.269 1.103 -2.626
H 0.902 -0.248 0.964
H -4.324 6.446 3.469
```

As for the charge: +1. The value obtained for the LUMO energy is -3.1 eV. Its energy relative to the best compared isomer or geometry (same formula, charge and spin) is 0.000 eV.

Here are the Löwdin charges for atoms 1 to 99, given in e: 0.781 0.159 0.223 0.231 0.136 0.150 0.030 -0.239 -0.203 0.106 -0.105 -0.265 -0.196 -0.269 -0.266 -0.097 -0.220 -0.088 -0.229 -0.050 -0.228 -0.106 -0.257 -0.259 -0.108 -0.228 -0.227 -0.111 -0.221 -0.268 -0.270 -0.221 -0.224 -0.264 -0.113 -0.223 -0.288 -0.577 -0.479 -0.268 -0.270 -0.225 -0.112 -0.106 -0.110 -0.100 0.099 0.121 0.084 0.071 0.109 0.104 0.069 0.070 0.132 0.075 0.067 0.063 0.069 0.109 0.102 0.072 0.040 0.102 0.115 0.064 0.108 0.048 0.068 0.035 0.113 0.076 0.104 0.104 0.097 0.076 0.149 0.106 0.112 0.098 0.073 0.069 0.073 0.107 0.105 0.100 0.078 0.176 0.101 0.071 0.067 0.095 0.079 0.061 0.075 0.143 0.070 0.171 0.102